No. 1
DFT (ωB97M-V/def2-TZVPD) results for an isolated molecule of C4H8N2O2.

Values from the calculation:
**Energy relative to the best compared isomer or geometry (same formula, charge and spin)**: 78.3 kcal/mol
**SMILES**: [H]/N=C/[C@H](N)[C@@H]1O[C@@H]1O
**Kohn-Sham gap**: 10.089 eV

Geometry as ORCA input:
```
! wB97M-V def2-TZVPD RIJCOSX def2/J DEFGRID3
* xyz 0 1
H 1.329 0.279 3.020
N 0.425 0.460 2.569
C 0.411 -0.066 1.388
C -0.881 -0.098 0.534
N -1.122 -1.438 0.016
C -0.595 0.954 -0.479
O -0.830 0.635 -1.855
C 0.542 0.855 -1.524
O 1.360 -0.310 -1.591
H 1.288 -0.605 0.994
H -1.716 0.213 1.169
H -0.377 -1.699 -0.626
H -1.124 -2.110 0.780
H -0.849 1.949 -0.133
H 0.986 1.787 -1.859
H 1.154 -0.806 -2.403
*
```

***

No. 2
DFT (ωB97M-V/def2-TZVPD) results for a structure of composition C19H31N3O3S.

Values from the calculation:
**Energy relative to the best compared isomer or geometry (same formula, charge and spin)**: 549.2 kcal/mol
**Kohn-Sham gap**: 8.468 eV

Geometry as ORCA input:
```
! wB97M-V def2-TZVPD RIJCOSX def2/J DEFGRID3
* xyz 0 1
C -0.945 -2.951 3.511
H -0.917 -3.670 2.611
O -0.578 -1.779 3.173
C -1.194 -0.831 2.240
C -0.879 0.614 2.171
C -1.176 1.559 1.425
C -2.091 1.237 0.600
C -2.612 -0.252 0.268
C -2.072 -1.196 1.175
O -2.517 -2.527 1.191
C -3.658 -2.929 1.338
H -4.383 -2.387 0.472
H -4.325 -2.350 2.337
H -3.850 -3.983 1.376
O -3.544 -0.692 -0.643
C -3.915 0.276 -1.387
H -4.766 -0.292 -2.003
H -3.178 0.694 -2.031
H -4.595 0.851 -1.050
H -2.449 1.805 -0.138
C -0.637 2.877 1.287
H -1.094 3.552 0.940
H -0.403 3.112 2.431
C 0.898 2.891 0.809
H 1.222 3.700 0.591
H 1.336 2.038 1.164
C 0.506 2.735 -0.764
N 1.823 1.759 -1.412
C 2.976 2.620 -1.660
S 3.063 4.157 -1.900
N 3.920 1.518 -1.956
H 4.650 1.861 -2.542
C 3.378 0.216 -1.772
H 3.199 -0.089 -2.778
H 3.999 -0.286 -1.166
C 2.091 0.302 -1.161
C 0.780 -0.392 -1.951
C 1.227 -1.862 -1.452
C 1.177 -2.365 -0.236
H 0.530 -1.867 0.337
H 2.057 -2.057 0.418
C 1.193 -3.815 0.032
N -0.323 -4.272 -0.422
H -1.118 -3.732 0.161
H -0.516 -4.198 -1.522
H 1.520 -4.435 -0.694
H 1.068 -4.132 1.022
H 0.106 -2.334 -2.075
H 2.005 -2.253 -2.295
H 0.070 -0.072 -1.350
H 0.793 -0.139 -2.908
H 1.989 0.205 -0.128
H -0.389 1.827 -1.048
H 0.498 3.572 -1.226
H -0.002 0.750 3.150
H -1.871 -3.036 3.905
H -0.380 -3.210 4.186
*
```

***

No. 3
DFT (ωB97M-V/def2-TZVPD) results for a cluster of 2 separate species, C3H2F2OS in total.

Values from the calculation:
**Energy relative to the best compared isomer or geometry (same formula, charge and spin)**: 94.7 kcal/mol
**Kohn-Sham gap**: 9.015 eV

Geometry as ORCA input:
```
! wB97M-V def2-TZVPD RIJCOSX def2/J DEFGRID3
* xyz 0 1
C 1.592 0.051 0.679
C 2.315 0.724 1.342
C -1.833 -0.597 -0.408
O -0.645 0.515 -2.296
F -2.326 -1.393 -1.345
F -2.107 -0.880 0.859
S -0.866 0.722 -0.871
H 0.811 -0.386 0.144
H 3.059 1.245 1.895
*
```

***

No. 4
DFT (ωB97M-V/def2-TZVPD) results for a cluster of 2 separate species, C4H7N3 in total.

Values from the calculation:
**Energy relative to the best compared isomer or geometry (same formula, charge and spin)**: 117.1 kcal/mol
**Kohn-Sham gap**: 9.479 eV

Geometry as ORCA input:
```
! wB97M-V def2-TZVPD RIJCOSX def2/J DEFGRID3
* xyz 0 1
C 2.122 0.532 0.210
N 0.884 0.441 -0.542
C -0.104 1.303 -0.390
N -1.185 1.325 -1.044
N -2.402 1.049 -0.902
C -1.495 -1.443 0.805
C -0.728 -2.240 1.284
H 2.146 1.500 0.712
H 2.177 -0.262 0.965
H 2.986 0.450 -0.458
H 0.719 -0.436 -1.025
H -2.896 1.453 -1.706
H -2.163 -0.718 0.368
H -0.062 -2.952 1.721
*
```

***

No. 5
DFT (ωB97M-V/def2-TZVPD) results for a cluster of 2 separate species, C29H44N4P in total.

Values from the calculation:
**Energy relative to the best compared isomer or geometry (same formula, charge and spin)**: 0.0 kcal/mol
**Kohn-Sham gap**: 5.240 eV

Geometry as ORCA input:
```
! wB97M-V def2-TZVPD RIJCOSX def2/J DEFGRID3
* xyz 1 1
C 5.658 0.970 4.674
N 5.146 0.226 3.547
C 6.034 -0.558 2.708
C 5.096 -1.178 1.641
C 3.754 -0.597 1.939
C 3.869 0.243 3.074
C 2.761 0.968 3.541
C 1.565 0.888 2.846
C 1.375 -0.061 1.784
C 0.094 -0.397 1.247
C -1.123 -0.371 1.993
C -2.327 -0.794 1.351
C -3.556 -0.597 1.941
C -3.633 -0.080 3.259
N -4.923 0.118 3.621
C -5.407 0.659 4.873
C -5.853 -0.262 2.580
C -4.950 -0.780 1.433
C -2.460 0.162 3.996
C -1.231 -0.046 3.393
C 2.534 -0.748 1.308
H 4.841 1.230 5.355
H 6.395 0.370 5.227
H 6.161 1.901 4.366
H 6.810 0.082 2.259
H 6.554 -1.317 3.310
H 5.433 -0.917 0.630
H 5.107 -2.272 1.720
H 2.872 1.586 4.431
H 0.730 1.511 3.169
H 0.083 -1.057 0.371
H -2.250 -1.304 0.387
H -4.564 0.964 5.499
H -6.050 1.533 4.694
H -6.011 -0.079 5.424
H -6.551 -1.031 2.942
H -6.457 0.607 2.282
H -5.140 -0.220 0.508
H -5.179 -1.834 1.230
H -2.538 0.510 5.022
H -0.336 0.007 4.009
H 2.417 -1.465 0.489
C 3.289 -0.079 -4.425
C 2.460 0.564 -3.317
C 3.000 0.128 -1.954
C 2.536 2.086 -3.455
N 1.062 0.159 -3.475
C 0.723 -1.045 -4.208
C -0.789 -1.194 -4.172
N -1.320 -0.065 -3.435
C -2.762 0.058 -3.211
C -3.501 -0.742 -4.278
C -3.144 1.535 -3.327
C -3.140 -0.472 -1.834
P -0.172 0.688 -2.492
H -0.077 0.221 -0.921
H 2.904 0.196 -5.415
H 4.308 0.314 -4.341
H 3.343 -1.172 -4.334
H 2.484 0.631 -1.129
H 2.892 -0.957 -1.826
H 4.065 0.375 -1.906
H 1.981 2.610 -2.672
H 3.589 2.381 -3.410
H 2.140 2.384 -4.432
H 1.055 -0.973 -5.252
H 1.229 -1.913 -3.759
H -1.178 -1.209 -5.199
H -1.095 -2.136 -3.692
H -3.332 -1.823 -4.188
H -4.571 -0.561 -4.137
H -3.230 -0.402 -5.284
H -2.658 2.158 -2.572
H -2.875 1.904 -4.322
H -4.229 1.614 -3.215
H -2.718 0.145 -1.035
H -4.230 -0.469 -1.737
H -2.792 -1.507 -1.712
*
```

***

No. 6
DFT (ωB97M-V/def2-TZVPD) results for a cluster of 7 separate species, C34H83N5O8S2 in total.

Values from the calculation:
**Energy relative to the best compared isomer or geometry (same formula, charge and spin)**: 0.0 kcal/mol
**SMILES**: O=S1(=O)OCCO1.O=S1(=O)OCCO1.CCN(CC)CC.CCN(CC)CC.CCN(CC)CC.CCN(CC)CC.CCN(CC)CC
**Kohn-Sham gap**: 8.517 eV

Geometry as ORCA input:
```
! wB97M-V def2-TZVPD RIJCOSX def2/J DEFGRID3
* xyz 0 1
O -20.167 -3.723 9.441
S -19.264 -4.581 10.149
O -19.481 -6.000 10.110
O -17.716 -4.214 9.748
C -17.097 -3.494 10.794
C -17.717 -4.036 12.054
O -19.099 -4.074 11.687
H -16.020 -3.660 10.752
H -17.282 -2.426 10.656
H -17.544 -3.436 12.945
H -17.387 -5.041 12.328
O -22.929 1.175 9.273
S -23.907 0.192 8.943
O -25.027 0.583 8.121
O -23.185 -1.085 8.232
C -23.873 -2.272 8.564
C -24.366 -2.075 10.016
O -24.421 -0.637 10.205
H -24.722 -2.432 7.895
H -23.186 -3.108 8.477
H -23.579 -2.463 10.658
H -25.363 -2.402 10.286
C -22.670 -5.140 17.182
C -22.541 -6.648 17.232
N -23.316 -7.242 18.330
C -23.378 -8.671 18.251
C -24.273 -9.197 17.091
C -22.877 -6.744 19.646
C -21.403 -6.933 19.919
H -22.216 -4.826 16.238
H -22.241 -4.636 18.045
H -23.700 -4.794 17.056
H -22.893 -7.076 16.297
H -21.484 -6.929 17.342
H -22.393 -9.161 18.142
H -23.832 -9.113 19.140
H -25.289 -8.843 17.287
H -23.995 -8.752 16.140
H -24.322 -10.283 17.120
H -23.385 -7.329 20.418
H -23.246 -5.725 19.761
H -20.748 -6.167 19.497
H -21.080 -7.946 19.679
H -21.195 -6.846 20.993
C -24.437 2.136 12.041
C -25.265 2.936 13.059
N -24.534 3.410 14.249
C -23.376 4.214 13.883
C -22.927 5.156 14.989
C -24.142 2.298 15.115
C -25.338 1.643 15.784
H -23.488 2.561 11.727
H -25.043 1.912 11.161
H -24.161 1.140 12.401
H -25.560 3.859 12.551
H -26.170 2.434 13.394
H -22.525 3.586 13.579
H -23.597 4.809 12.993
H -21.957 5.607 14.779
H -23.662 5.909 15.273
H -22.796 4.578 15.910
H -23.517 2.678 15.922
H -23.561 1.566 14.538
H -25.901 0.941 15.168
H -26.021 2.381 16.209
H -25.020 1.072 16.663
C -24.510 -5.649 8.422
C -25.034 -6.846 9.258
N -24.677 -8.181 8.814
C -23.230 -8.430 8.814
C -22.580 -8.161 10.159
C -25.187 -8.450 7.476
C -26.690 -8.203 7.250
H -24.746 -5.638 7.359
H -23.426 -5.601 8.544
H -24.977 -4.768 8.867
H -24.712 -6.688 10.289
H -26.124 -6.802 9.333
H -23.022 -9.471 8.553
H -22.777 -7.857 7.990
H -21.520 -8.417 10.073
H -22.598 -7.110 10.438
H -22.996 -8.792 10.943
H -24.993 -9.501 7.251
H -24.638 -7.870 6.719
H -27.248 -8.620 8.087
H -27.022 -8.677 6.326
H -26.867 -7.143 7.060
C -26.684 -8.280 14.404
C -28.004 -8.100 13.662
N -28.428 -9.229 12.855
C -29.698 -8.963 12.183
C -30.867 -8.759 13.110
C -27.406 -9.586 11.866
C -27.626 -10.917 11.142
H -25.879 -8.000 13.723
H -26.489 -9.319 14.677
H -26.723 -7.668 15.301
H -28.795 -7.794 14.350
H -27.916 -7.226 12.984
H -29.973 -9.851 11.612
H -29.546 -8.125 11.482
H -30.926 -9.599 13.808
H -31.806 -8.887 12.565
H -30.852 -7.804 13.631
H -27.345 -8.825 11.069
H -26.440 -9.579 12.369
H -27.591 -11.699 11.900
H -28.625 -10.861 10.705
H -26.953 -11.053 10.301
C -24.674 -1.603 14.018
C -23.836 -2.862 13.817
N -24.427 -3.864 12.951
C -25.865 -4.115 13.121
C -26.240 -4.673 14.504
C -23.659 -5.081 12.819
C -22.485 -4.872 11.869
H -24.454 -1.110 14.968
H -25.750 -1.770 14.079
H -24.498 -0.837 13.261
H -22.918 -2.521 13.334
H -23.630 -3.251 14.821
H -26.478 -3.229 12.974
H -26.106 -4.853 12.355
H -26.100 -3.928 15.291
H -27.321 -4.844 14.504
H -25.715 -5.586 14.775
H -24.270 -5.925 12.479
H -23.339 -5.511 13.785
H -21.738 -5.667 11.938
H -21.891 -4.006 12.177
H -22.777 -4.696 10.835
*
```